Record 1
Molecular formula: C33H47GeN5O3PdSe
Method: DFT, ωB97M-V/def2-TZVPD

Positions of all 91 atoms, in Å:
1 Pd 0.49 -0.65 -0.27
2 C 3.67 -0.23 0.62
3 C 3.37 0.68 1.77
4 C 4.17 1.78 2.05
5 C 3.91 2.62 3.11
6 C 2.81 2.37 3.92
7 C 1.97 1.28 3.67
8 C 0.75 1.05 4.50
9 C 2.25 0.41 2.60
10 N 1.38 -0.60 2.22
11 C 1.12 -1.60 3.04
12 O 1.58 -1.84 4.18
13 C 0.11 -2.60 2.49
14 C -0.52 -3.50 3.35
15 C -1.44 -4.38 2.82
16 C -1.71 -4.36 1.46
17 C -1.03 -3.44 0.67
18 N -0.15 -2.59 1.19
19 C -1.28 -3.41 -0.84
20 O -2.04 -4.29 -1.30
21 N -0.63 -2.47 -1.49
22 C -0.62 -2.45 -2.87
23 C -0.06 -3.52 -3.61
24 C 0.43 -4.74 -2.90
25 C 0.07 -3.40 -4.99
26 C -0.33 -2.25 -5.66
27 C -0.88 -1.21 -4.93
28 C -1.03 -1.29 -3.55
29 C -1.57 -0.13 -2.77
30 H 4.26 0.28 -0.14
31 H 2.73 -0.60 0.18
32 H 4.21 -1.12 0.95
33 H 5.02 1.97 1.40
34 H 4.55 3.48 3.31
35 H 2.57 3.03 4.74
36 H 0.49 1.94 5.09
37 H 0.87 0.19 5.15
38 H -0.09 0.81 3.84
39 H -0.26 -3.47 4.40
40 H -1.96 -5.09 3.47
41 H -2.41 -5.03 0.98
42 H 1.08 -4.45 -2.07
43 H 1.00 -5.38 -3.58
44 H -0.40 -5.30 -2.46
45 H 0.51 -4.23 -5.54
46 H -0.21 -2.17 -6.74
47 H -1.19 -0.29 -5.43
48 H -1.54 0.79 -3.35
49 H -0.98 -0.03 -1.84
50 H -2.59 -0.30 -2.42
51 C -2.88 2.56 4.21
52 Ge -4.33 1.54 3.39
53 C -6.01 2.55 3.64
54 C -4.53 -0.18 4.29
55 C -3.98 1.25 1.49
56 Se -2.36 0.15 1.19
57 C -1.10 1.61 0.98
58 H -3.07 2.70 5.27
59 H -2.79 3.55 3.75
60 H -1.94 2.03 4.09
61 H -6.24 2.67 4.70
62 H -6.85 2.04 3.16
63 H -5.93 3.55 3.19
64 H -4.62 -0.03 5.37
65 H -3.66 -0.80 4.10
66 H -5.42 -0.70 3.94
67 H -3.87 2.19 0.94
68 H -4.81 0.71 1.03
69 H -1.07 2.24 1.87
70 H -1.34 2.20 0.09
71 H -0.13 1.12 0.85
72 C 1.91 4.16 -2.49
73 N 2.18 3.00 -3.31
74 C 1.73 3.11 -4.68
75 C 2.10 1.76 -2.66
76 O 1.59 1.66 -1.56
77 N 2.60 0.70 -3.37
78 C 2.26 -0.67 -3.00
79 C 3.62 0.83 -4.37
80 H 0.85 4.45 -2.53
81 H 2.51 5.01 -2.82
82 H 2.14 3.92 -1.45
83 H 0.76 3.64 -4.71
84 H 1.58 2.12 -5.11
85 H 2.43 3.65 -5.31
86 H 1.56 -0.68 -2.15
87 H 3.16 -1.21 -2.70
88 H 1.79 -1.18 -3.85
89 H 4.01 1.84 -4.40
90 H 3.26 0.57 -5.37
91 H 4.44 0.15 -4.13

energy above the lowest of the compared OMol25 structures with the same formula, charge and spin = 15.7 kcal per mole
frontier orbital gap = 4.2 eV
charge = -2
molecular weight = 819.761 g mol⁻¹

How positive or negative is each atom? The natural (NBO) charges in e answer that: atom 1 (Pd): 0.066, atom 2 (C): -0.631, atom 3 (C): -0.052, atom 4 (C): -0.223, atom 5 (C): -0.279, atom 6 (C): -0.226, atom 7 (C): -0.060, atom 8 (C): -0.647, atom 9 (C): 0.270, atom 10 (N): -0.692, atom 11 (C): 0.586, atom 12 (O): -0.769, atom 13 (C): 0.146, atom 14 (C): -0.244, atom 15 (C): -0.208, atom 16 (C): -0.245, atom 17 (C): 0.131, atom 18 (N): -0.416, atom 19 (C): 0.592, atom 20 (O): -0.763, atom 21 (N): -0.699, atom 22 (C): 0.275, atom 23 (C): -0.064, atom 24 (C): -0.645, atom 25 (C): -0.228, atom 26 (C): -0.287, atom 27 (C): -0.232, atom 28 (C): -0.063, atom 29 (C): -0.629, atom 30 (H): 0.187, atom 31 (H): 0.245, atom 32 (H): 0.203, atom 33 (H): 0.181, atom 34 (H): 0.181, atom 35 (H): 0.180, atom 36 (H): 0.182, atom 37 (H): 0.248, atom 38 (H): 0.221, atom 39 (H): 0.228, atom 40 (H): 0.186, atom 41 (H): 0.229, atom 42 (H): 0.225, atom 43 (H): 0.179, atom 44 (H): 0.252, atom 45 (H): 0.182, atom 46 (H): 0.184, atom 47 (H): 0.183, atom 48 (H): 0.181, atom 49 (H): 0.237, atom 50 (H): 0.214, atom 51 (C): -1.103, atom 52 (Ge): 1.624, atom 53 (C): -1.093, atom 54 (C): -1.095, atom 55 (C): -1.076, atom 56 (Se): 0.341, atom 57 (C): -0.793, atom 58 (H): 0.216, atom 59 (H): 0.221, atom 60 (H): 0.261, atom 61 (H): 0.214, atom 62 (H): 0.217, atom 63 (H): 0.217, atom 64 (H): 0.215, atom 65 (H): 0.258, atom 66 (H): 0.218, atom 67 (H): 0.225, atom 68 (H): 0.227, atom 69 (H): 0.200, atom 70 (H): 0.207, atom 71 (H): 0.256, atom 72 (C): -0.403, atom 73 (N): -0.489, atom 74 (C): -0.406, atom 75 (C): 0.795, atom 76 (O): -0.619, atom 77 (N): -0.462, atom 78 (C): -0.422, atom 79 (C): -0.400, atom 80 (H): 0.172, atom 81 (H): 0.172, atom 82 (H): 0.247, atom 83 (H): 0.180, atom 84 (H): 0.222, atom 85 (H): 0.173, atom 86 (H): 0.252, atom 87 (H): 0.179, atom 88 (H): 0.206, atom 89 (H): 0.207, atom 90 (H): 0.178, atom 91 (H): 0.190



Record 2
Molecular formula: C33H47N6OPPdS2
Method: DFT, ωB97M-V/def2-TZVPD

Positions of all 91 atoms, in Å:
1 Pd -0.98 -0.90 0.10
2 S 2.20 -0.40 0.09
3 C 1.54 -0.30 1.59
4 N 0.30 -0.50 1.94
5 C 0.04 -0.33 3.25
6 C -1.21 -0.48 3.85
7 C -1.32 -0.31 5.22
8 C -0.22 0.01 6.00
9 C 1.03 0.19 5.41
10 C 1.16 0.02 4.05
11 S 2.58 0.13 3.06
12 H -2.05 -0.73 3.22
13 H -2.29 -0.45 5.69
14 H -0.33 0.12 7.07
15 H 1.88 0.46 6.01
16 O -1.91 0.93 -0.44
17 P -2.42 -0.04 -1.51
18 N -1.90 -1.28 -2.88
19 C -2.45 -2.58 -2.57
20 C -1.52 -3.56 -3.29
21 C -0.15 -2.92 -3.06
22 C -0.47 -1.46 -2.69
23 N -2.55 1.25 -2.73
24 C -3.02 1.05 -4.08
25 C -1.82 1.33 -4.99
26 C -1.18 2.50 -4.27
27 C -1.44 2.20 -2.79
28 N -4.12 -0.30 -1.27
29 C -5.19 -0.41 -2.23
30 C -6.44 -0.73 -1.37
31 C -6.01 -0.32 0.05
32 C -4.70 0.43 -0.17
33 H -3.49 -2.64 -2.91
34 H -2.40 -2.78 -1.49
35 H -1.78 -3.60 -4.35
36 H -1.58 -4.57 -2.87
37 H 0.49 -2.98 -3.95
38 H 0.35 -3.42 -2.24
39 H 0.09 -0.74 -3.29
40 H -0.28 -1.27 -1.54
41 H -3.82 1.79 -4.31
42 H -3.42 0.04 -4.20
43 H -2.11 1.56 -6.02
44 H -1.17 0.46 -4.99
45 H -1.69 3.43 -4.56
46 H -0.12 2.63 -4.48
47 H -1.69 3.12 -2.24
48 H -0.55 1.77 -2.31
49 H -4.99 -1.19 -2.97
50 H -5.37 0.53 -2.77
51 H -6.68 -1.80 -1.41
52 H -7.31 -0.18 -1.72
53 H -5.81 -1.21 0.65
54 H -6.76 0.28 0.56
55 H -4.03 0.40 0.69
56 H -4.90 1.48 -0.44
57 C -1.46 4.39 1.26
58 C -0.11 4.09 1.95
59 C 0.99 4.88 1.24
60 C -0.16 4.46 3.44
61 N 0.27 2.68 1.94
62 N 0.43 2.04 0.70
63 H -1.69 5.45 1.31
64 H -2.26 3.82 1.73
65 H -1.41 4.10 0.21
66 H 0.85 5.95 1.37
67 H 0.98 4.67 0.17
68 H 1.96 4.60 1.64
69 H -0.30 5.53 3.59
70 H 0.77 4.15 3.90
71 H -0.97 3.93 3.92
72 H -0.41 2.14 2.46
73 H 1.27 2.35 0.23
74 H -0.39 2.07 0.09
75 C -3.58 -5.65 1.62
76 C -3.88 -4.28 1.49
77 C -2.91 -3.40 1.11
78 C -1.59 -3.82 0.84
79 C -0.61 -2.88 0.39
80 C 0.66 -3.40 0.16
81 C 0.99 -4.74 0.37
82 C 0.04 -5.64 0.80
83 C -1.28 -5.20 1.02
84 C -2.31 -6.09 1.39
85 H -4.36 -6.35 1.92
86 H -4.89 -3.94 1.68
87 H -3.12 -2.33 1.01
88 H 1.46 -2.75 -0.19
89 H 2.00 -5.08 0.17
90 H 0.28 -6.69 0.96
91 H -2.07 -7.15 1.48

energy above the lowest of the compared OMol25 structures with the same formula, charge and spin = 33.8 kcal per mole
frontier orbital gap = 5.1 eV
charge = -2
molecular weight = 745.308 g mol⁻¹

How positive or negative is each atom? The Mulliken charges in e answer that: atom 1 (Pd): -0.942, atom 2 (S): -0.558, atom 3 (C): 0.331, atom 4 (N): 0.725, atom 5 (C): -1.713, atom 6 (C): -0.275, atom 7 (C): -0.658, atom 8 (C): -0.466, atom 9 (C): -0.463, atom 10 (C): 1.197, atom 11 (S): -0.414, atom 12 (H): 0.253, atom 13 (H): 0.381, atom 14 (H): 0.336, atom 15 (H): 0.372, atom 16 (O): -0.382, atom 17 (P): 0.046, atom 18 (N): 0.051, atom 19 (C): 0.117, atom 20 (C): -1.014, atom 21 (C): -0.566, atom 22 (C): 0.755, atom 23 (N): 0.091, atom 24 (C): -0.492, atom 25 (C): -0.656, atom 26 (C): -0.733, atom 27 (C): -0.032, atom 28 (N): 0.589, atom 29 (C): -0.748, atom 30 (C): -0.662, atom 31 (C): -0.415, atom 32 (C): -0.867, atom 33 (H): 0.290, atom 34 (H): -0.408, atom 35 (H): 0.356, atom 36 (H): 0.438, atom 37 (H): 0.389, atom 38 (H): 0.054, atom 39 (H): 0.562, atom 40 (H): -0.978, atom 41 (H): 0.364, atom 42 (H): 0.144, atom 43 (H): 0.460, atom 44 (H): 0.157, atom 45 (H): 0.350, atom 46 (H): 0.359, atom 47 (H): -0.033, atom 48 (H): 0.101, atom 49 (H): 0.341, atom 50 (H): 0.279, atom 51 (H): 0.257, atom 52 (H): 0.346, atom 53 (H): -0.008, atom 54 (H): 0.418, atom 55 (H): 0.123, atom 56 (H): 0.464, atom 57 (C): -1.513, atom 58 (C): 1.846, atom 59 (C): -2.033, atom 60 (C): -1.874, atom 61 (N): -0.026, atom 62 (N): -0.273, atom 63 (H): 0.471, atom 64 (H): 0.340, atom 65 (H): 0.208, atom 66 (H): 0.482, atom 67 (H): 0.356, atom 68 (H): 0.414, atom 69 (H): 0.438, atom 70 (H): 0.418, atom 71 (H): 0.370, atom 72 (H): 0.145, atom 73 (H): 0.260, atom 74 (H): -0.127, atom 75 (C): -0.505, atom 76 (C): -0.928, atom 77 (C): 0.062, atom 78 (C): 1.445, atom 79 (C): -0.685, atom 80 (C): 0.056, atom 81 (C): -0.683, atom 82 (C): -1.029, atom 83 (C): 1.184, atom 84 (C): -0.826, atom 85 (H): 0.368, atom 86 (H): 0.380, atom 87 (H): 0.176, atom 88 (H): 0.122, atom 89 (H): 0.362, atom 90 (H): 0.280, atom 91 (H): 0.313



Record 3
Molecular formula: C33H48AlN2PSi2Te
Method: DFT, ωB97M-V/def2-TZVPD

Positions of all 88 atoms, in Å:
1 Al -0.93 0.29 -0.40
2 C -3.32 1.60 2.74
3 C -2.27 1.41 3.80
4 C -2.45 1.93 5.08
5 C -1.50 1.75 6.07
6 C -0.33 1.04 5.81
7 C -0.12 0.52 4.54
8 C -1.09 0.69 3.55
9 P -0.86 -0.11 1.95
10 C 0.91 -0.59 1.87
11 C 1.75 0.52 1.73
12 C 3.13 0.40 1.79
13 C 3.68 -0.86 1.93
14 C 2.86 -1.97 2.04
15 C 1.47 -1.88 2.03
16 C 0.66 -3.14 2.23
17 C -1.97 -1.53 1.89
18 C -2.49 -2.08 3.06
19 C -3.35 -3.17 2.99
20 C -3.69 -3.69 1.75
21 C -3.18 -3.14 0.59
22 C -2.31 -2.05 0.63
23 C -1.77 -1.46 -0.66
24 H -4.09 2.29 3.08
25 H -3.81 0.65 2.49
26 H -2.89 2.01 1.83
27 H -3.35 2.49 5.30
28 H -1.66 2.17 7.06
29 H 0.42 0.91 6.58
30 H 0.79 -0.03 4.33
31 H 1.31 1.51 1.63
32 H 3.76 1.28 1.73
33 H 4.76 -0.98 1.98
34 H 3.31 -2.95 2.16
35 H 1.33 -4.00 2.26
36 H -0.07 -3.30 1.43
37 H 0.11 -3.11 3.17
38 H -2.22 -1.67 4.02
39 H -3.75 -3.60 3.90
40 H -4.37 -4.54 1.69
41 H -3.47 -3.55 -0.37
42 H -2.58 -1.41 -1.40
43 H -1.05 -2.15 -1.11
44 C 2.55 -1.92 -4.85
45 Si 1.53 -2.76 -3.55
46 C -0.26 -2.85 -4.05
47 C 2.21 -4.43 -3.14
48 C 1.65 -1.70 -1.97
49 Te 0.95 0.30 -2.29
50 C 2.82 1.24 -1.90
51 Si 2.88 3.12 -2.21
52 C 2.32 3.93 -0.63
53 C 1.76 3.53 -3.63
54 C 4.63 3.54 -2.60
55 H 2.48 -2.45 -5.80
56 H 3.61 -1.89 -4.56
57 H 2.22 -0.89 -5.04
58 H -0.35 -3.19 -5.08
59 H -0.76 -1.88 -3.99
60 H -0.81 -3.55 -3.42
61 H 2.10 -5.10 -3.99
62 H 1.68 -4.88 -2.29
63 H 3.27 -4.37 -2.90
64 H 2.68 -1.56 -1.66
65 H 1.10 -2.12 -1.13
66 H 3.46 0.70 -2.60
67 H 3.10 0.99 -0.88
68 H 1.58 3.33 -0.09
69 H 1.90 4.93 -0.80
70 H 3.18 4.05 0.05
71 H 0.70 3.34 -3.43
72 H 2.04 2.96 -4.52
73 H 1.85 4.60 -3.88
74 H 5.31 3.28 -1.78
75 H 4.73 4.62 -2.77
76 H 4.97 3.03 -3.50
77 C -4.28 0.87 -0.49
78 C -3.31 1.89 -0.97
79 N -1.97 1.81 -0.95
80 C -1.48 3.00 -1.51
81 C -2.52 3.78 -1.85
82 N -3.65 3.07 -1.50
83 H -3.78 0.08 0.07
84 H -4.80 0.41 -1.33
85 H -5.03 1.32 0.16
86 H -0.43 3.19 -1.62
87 H -2.57 4.76 -2.29
88 H -4.60 3.39 -1.63

frontier orbital gap = 8.7 eV
charge = +2
molecular weight = 714.489 g mol⁻¹

How positive or negative is each atom? The natural (NBO) charges in e answer that: atom 1 (Al): 1.440, atom 2 (C): -0.666, atom 3 (C): 0.112, atom 4 (C): -0.228, atom 5 (C): -0.154, atom 6 (C): -0.192, atom 7 (C): -0.175, atom 8 (C): -0.418, atom 9 (P): 0.869, atom 10 (C): -0.378, atom 11 (C): -0.227, atom 12 (C): -0.166, atom 13 (C): -0.185, atom 14 (C): -0.195, atom 15 (C): 0.012, atom 16 (C): -0.640, atom 17 (C): -0.401, atom 18 (C): -0.182, atom 19 (C): -0.199, atom 20 (C): -0.175, atom 21 (C): -0.156, atom 22 (C): -0.008, atom 23 (C): -1.109, atom 24 (H): 0.244, atom 25 (H): 0.227, atom 26 (H): 0.203, atom 27 (H): 0.229, atom 28 (H): 0.239, atom 29 (H): 0.237, atom 30 (H): 0.229, atom 31 (H): 0.219, atom 32 (H): 0.224, atom 33 (H): 0.238, atom 34 (H): 0.232, atom 35 (H): 0.237, atom 36 (H): 0.224, atom 37 (H): 0.237, atom 38 (H): 0.235, atom 39 (H): 0.240, atom 40 (H): 0.238, atom 41 (H): 0.218, atom 42 (H): 0.257, atom 43 (H): 0.257, atom 44 (C): -1.133, atom 45 (Si): 1.649, atom 46 (C): -1.130, atom 47 (C): -1.124, atom 48 (C): -1.094, atom 49 (Te): 0.710, atom 50 (C): -1.099, atom 51 (Si): 1.642, atom 52 (C): -1.128, atom 53 (C): -1.132, atom 54 (C): -1.123, atom 55 (H): 0.267, atom 56 (H): 0.248, atom 57 (H): 0.235, atom 58 (H): 0.266, atom 59 (H): 0.227, atom 60 (H): 0.246, atom 61 (H): 0.264, atom 62 (H): 0.246, atom 63 (H): 0.252, atom 64 (H): 0.259, atom 65 (H): 0.245, atom 66 (H): 0.261, atom 67 (H): 0.258, atom 68 (H): 0.215, atom 69 (H): 0.257, atom 70 (H): 0.260, atom 71 (H): 0.220, atom 72 (H): 0.256, atom 73 (H): 0.266, atom 74 (H): 0.252, atom 75 (H): 0.263, atom 76 (H): 0.254, atom 77 (C): -0.665, atom 78 (C): 0.454, atom 79 (N): -0.715, atom 80 (C): -0.079, atom 81 (C): -0.040, atom 82 (N): -0.476, atom 83 (H): 0.251, atom 84 (H): 0.263, atom 85 (H): 0.259, atom 86 (H): 0.243, atom 87 (H): 0.260, atom 88 (H): 0.450



> What is the formula in the third record?

C33H48AlN2PSi2Te



> What is the formula in the second record?

C33H47N6OPPdS2



> Among the records above, which one has the highest frontier orbital gap?

C33H48AlN2PSi2Te



> What is the formula in the second record?

C33H47N6OPPdS2